# 1
65
Properties=species:S:1:pos:R:3:forces:R:3 method="wB97M-V/def2-TZVPD" total_charge=+2 homo_energy_ev="-13.4 / -13.6" spin_multiplicity=3 orbital_gap_ha="0.26421 / 0.19164"
Cl 1.748628 4.167933 -3.585861 0.004 0.009 -0.029
C -1.838794 0.812015 2.016257 0.039 0.028 0.037
H 0.739373 -1.070865 -5.211473 0.021 0.018 -0.011
C 1.009358 0.402901 4.647060 -0.100 0.024 0.005
C 1.345239 -1.014234 -4.317814 0.058 0.021 -0.158
C 0.731591 -0.705248 -3.130500 -0.056 0.004 0.040
C -0.193554 -3.325997 -0.640297 0.034 -0.091 0.024
C 2.211311 -0.738435 2.676798 -0.059 -0.067 -0.125
C -5.087671 0.850334 -0.773610 -0.021 0.003 -0.131
C 0.402639 -3.234149 0.669936 0.036 0.193 -0.051
H 3.218181 -0.750539 -1.014251 0.009 0.031 0.036
N 1.393882 -0.626365 -1.959661 0.256 -0.089 -0.596
C 2.719524 -0.823013 -1.966437 -0.003 -0.103 0.133
H 2.960284 1.896294 2.280043 -0.028 0.026 0.030
C -0.565982 0.602624 2.737175 -0.007 -0.154 -0.262
O 2.012138 1.719499 2.208891 0.051 0.028 -0.122
H -5.521415 0.887957 -2.901312 -0.017 0.015 0.042
C 3.409593 -1.112120 -3.129673 0.047 -0.019 -0.074
N -1.738147 0.344271 0.656657 0.148 -0.078 -0.153
H -1.018383 1.264551 4.648302 0.014 -0.012 0.003
O 2.009239 0.296228 0.418050 -0.481 -0.087 -0.140
H 2.866547 -0.500627 4.779098 -0.002 0.004 -0.007
N 0.374479 -0.002693 1.886750 0.105 0.288 0.089
C -0.263322 0.806443 4.019460 0.068 0.029 0.249
O -0.555797 -2.247314 -1.145319 -0.249 0.144 -0.190
H -0.050714 -1.897545 4.200449 0.042 -0.005 0.030
W 0.169138 -0.267690 -0.237790 0.080 -0.107 1.307
O -2.796403 1.343875 2.502022 -0.074 -0.009 -0.038
H -4.411863 0.805189 1.230980 0.024 -0.014 0.048
O -1.405934 -0.516763 -4.083096 -0.063 -0.005 -0.038
C -4.140743 0.722234 0.195798 0.013 0.008 -0.009
H 1.333443 5.681786 -1.170526 -0.017 -0.030 -0.002
H 3.236136 -1.459607 -5.244056 -0.003 0.010 0.021
C 0.515726 4.222655 0.188969 -0.012 0.070 0.017
H 3.141630 -1.263929 2.481391 0.024 0.015 0.037
C 2.719587 -1.221952 -4.323348 -0.011 -0.017 -0.015
O -0.410305 -4.476901 -1.201914 -0.026 -0.076 -0.061
N -1.157558 0.041268 -1.833826 0.057 -0.022 -0.302
C 0.184766 -4.137049 1.645726 -0.059 -0.283 0.155
C 1.140537 3.727419 -2.043593 0.002 0.099 0.004
H 4.480406 -1.251804 -3.084066 -0.014 -0.014 0.009
H 1.092379 0.657156 5.696582 -0.021 0.010 -0.023
C -2.797816 0.478549 -0.180125 -0.080 0.006 -0.117
H 0.394149 4.905242 1.018229 -0.009 -0.016 -0.008
C 0.157312 2.897905 0.339761 -0.205 -0.043 -0.030
H -6.115597 1.027056 -0.487027 -0.006 -0.004 -0.038
C 0.045782 -3.606572 2.978088 -0.074 -0.180 0.030
H -0.920920 -4.376404 -2.024475 0.031 0.003 0.057
N 0.730899 -1.933098 0.898263 0.042 0.189 -0.095
C 1.030383 4.653851 -1.017492 0.028 0.091 -0.009
C 2.041266 -0.273326 4.115665 0.020 -0.023 -0.079
C 0.208719 -2.301304 3.236006 -0.045 0.150 -0.071
C -2.470244 0.333131 -1.589821 -0.016 0.010 0.140
H -0.247305 2.559699 1.279660 0.052 -0.007 0.031
C -0.731998 -0.396000 -3.097126 0.052 0.030 0.069
C 1.813174 0.440131 1.773521 0.067 0.106 0.183
H -0.318478 -4.258864 3.761581 0.018 -0.004 -0.035
N 0.273986 1.998101 -0.644441 0.265 0.072 0.137
C 0.752039 2.424911 -1.823743 -0.127 -0.102 0.000
C -3.469674 0.501264 -2.560824 -0.136 0.050 -0.019
H 0.811546 1.721935 -2.637782 0.069 -0.053 0.000
H -3.239291 0.420784 -3.606691 0.018 -0.001 -0.005
C 0.869761 -1.428539 2.231092 0.288 -0.100 -0.021
C -4.749809 0.760706 -2.153405 -0.023 0.000 0.037
H -0.077053 -5.156956 1.403113 -0.037 0.033 0.064

---

# 2
75
Properties=species:S:1:pos:R:3:forces:R:3 method="wB97M-V/def2-TZVPD" total_charge=+2 homo_energy_ev=-14.3 orbital_gap_ha=0.27050
C 0.153259 -1.119683 3.607054 0.006 0.005 -0.012
C -0.630564 -2.360719 -4.521196 0.030 0.015 0.024
O 2.677539 0.481559 -0.454709 -0.025 -0.018 0.012
H -2.232388 0.220881 1.737774 -0.002 0.000 0.003
H -1.121619 4.337062 1.178001 -0.001 0.002 0.000
C -2.997382 3.171230 5.276498 0.001 -0.005 0.000
O 0.485569 1.869112 -0.205305 0.031 -0.037 -0.024
C 0.690463 -0.015476 4.295022 -0.004 -0.007 0.002
C -0.058614 -3.344684 -0.561159 -0.009 -0.015 0.009
C -0.894530 -3.302019 3.531193 0.007 0.003 -0.002
N 3.590461 0.309025 -2.537823 0.041 0.013 0.071
C -1.993438 -2.236121 -4.461614 -0.025 -0.001 0.006
C -3.971434 -1.270666 -3.272512 0.002 0.002 0.004
N -1.194555 0.351850 -0.581305 -0.060 -0.009 0.044
N -0.357654 -1.151759 -2.475264 -0.023 0.070 0.068
H -2.622664 -2.665600 -5.231419 -0.004 0.002 0.002
H -0.144853 -2.880882 -5.333889 0.001 0.000 -0.001
C -0.496339 -2.228033 4.246939 0.000 0.002 0.014
H 1.806465 1.803507 4.091483 0.000 0.001 0.000
C -2.592896 1.535415 3.400817 0.004 0.018 0.002
C 0.304264 -1.136655 2.222410 0.006 -0.014 -0.011
C -3.561423 0.071315 -1.298919 -0.023 -0.002 -0.014
F 1.795281 3.702910 -3.353362 0.000 -0.006 -0.003
H 0.598479 0.043332 5.372496 -0.001 0.001 0.000
O 1.211478 0.968783 -2.582993 0.050 0.060 0.018
H -3.799284 3.908447 5.221793 -0.002 -0.001 -0.001
O -1.580015 2.822726 -1.201343 0.004 -0.011 0.008
C 1.450960 0.862308 2.203195 -0.007 0.005 0.022
N 3.280226 -0.414999 -1.347929 0.014 0.021 -0.013
C -2.503696 2.832347 3.901226 -0.002 0.000 0.000
C -4.441156 -0.498389 -2.249301 0.002 0.004 0.005
H -1.357473 -4.150456 4.017574 0.000 0.003 0.006
H -3.034319 0.757673 4.011788 -0.001 -0.002 -0.001
C -1.518742 3.552211 1.809118 0.005 -0.016 -0.009
S 5.172937 -0.012108 -3.140645 0.027 -0.025 -0.016
H -0.751560 -5.367156 -0.619830 0.000 -0.004 0.005
H -0.633723 -2.197509 5.319944 -0.003 -0.006 0.000
H 1.233654 -1.911078 -3.524814 0.001 0.003 0.003
O 2.448871 1.028638 -4.720160 -0.023 -0.012 -0.009
C -0.116317 -2.264381 1.464466 0.022 0.032 0.017
C -2.145570 1.228541 2.125040 -0.001 -0.021 -0.013
C -0.944343 -4.503788 1.333157 0.001 0.004 0.017
H -2.198941 3.610301 5.876048 -0.002 0.001 0.001
O 5.384736 -1.402698 -3.020262 -0.007 0.013 -0.012
C -2.223209 -0.171417 -1.398695 0.050 -0.002 0.008
O 2.208627 -1.295445 -1.639875 0.024 -0.068 0.037
H -1.381478 -5.381356 1.792813 0.001 -0.003 -0.005
H -5.500229 -0.299074 -2.164460 -0.001 -0.002 -0.001
C -0.605981 -4.497806 0.004697 0.010 0.015 -0.014
C -1.959866 3.830831 3.086426 0.001 0.011 0.002
C -0.675495 -3.364157 2.113338 -0.017 -0.016 -0.016
H -4.648027 -1.687376 -4.006730 -0.002 0.001 0.000
C 1.353253 0.959004 3.592996 0.004 0.006 -0.006
C -2.581304 -1.517481 -3.398789 0.010 -0.024 -0.037
S 2.450544 1.222806 -3.324873 -0.027 -0.022 0.009
C -1.715515 -0.977586 -2.435840 -0.017 0.002 0.007
F 5.786068 2.105757 -1.750554 -0.005 0.003 0.000
N 0.150619 -2.230187 0.130511 0.076 0.007 -0.048
F 7.442123 0.790740 -2.236689 0.010 -0.001 -0.004
C 2.841538 3.012617 -2.948632 0.005 -0.018 -0.011
H -3.377622 2.293506 5.794848 0.000 0.000 0.002
N 0.917954 -0.149261 1.528301 0.013 -0.005 -0.041
F 3.008922 3.143891 -1.647715 0.005 -0.001 0.003
H 1.964403 1.618207 1.627612 -0.001 -0.004 -0.003
Ta 0.835926 -0.211361 -0.732165 -0.086 0.043 -0.084
H 0.220839 -3.339540 -1.602250 -0.004 0.003 -0.001
H -3.951330 0.711355 -0.517329 0.005 0.000 0.004
C 0.157153 -1.803443 -3.506458 -0.009 -0.024 -0.037
F 6.044445 0.247291 -0.672898 -0.011 -0.018 0.004
O 5.263720 0.743866 -4.332903 0.006 -0.004 0.013
H -1.898437 4.845816 3.458491 -0.001 0.000 0.000
C 6.190674 0.846104 -1.839148 -0.014 0.019 -0.017
S -1.021787 1.917626 -0.263131 -0.061 0.024 -0.012
C -1.607322 2.240569 1.343703 -0.010 0.014 0.025
F 3.921619 3.361187 -3.601885 0.011 -0.004 -0.001

---

# 3
64
Properties=species:S:1:pos:R:3:forces:R:3 method="wB97M-V/def2-TZVPD" total_charge=+1 homo_energy_ev=-11.0 orbital_gap_ha=0.25747
C -0.369868 -0.209004 -3.927527 0.025 0.017 0.005
S -0.330703 -2.881895 0.252694 -0.245 -0.103 -0.014
S 0.338932 5.604733 -4.719365 0.000 0.011 -0.008
C 0.169993 3.491862 -3.684572 -0.013 -0.104 -0.006
H -0.237744 1.375195 -5.378135 -0.001 -0.013 0.001
H -5.852700 1.236851 -2.087504 0.011 -0.001 -0.009
N 7.460549 0.940061 3.084238 -0.002 -0.004 -0.015
C -5.109612 -1.657088 -0.494196 0.021 0.016 0.006
C 0.012462 2.082519 -3.371197 0.016 0.094 -0.054
C 4.910007 0.515659 3.058702 0.069 0.028 0.026
C 0.065045 1.708797 -2.031627 0.060 -0.006 0.103
N 0.136990 4.017424 -4.898473 0.003 0.014 0.018
H -1.856294 -4.047466 1.560950 0.003 -0.020 0.003
C 0.671475 4.464719 1.077297 0.011 -0.024 -0.021
N -0.102528 0.429250 -1.649421 -0.312 -0.184 -0.058
C -0.200146 1.094242 -4.333682 -0.021 -0.003 -0.041
H 1.542912 -4.075580 -0.578510 0.003 -0.004 -0.012
C 0.298927 2.698607 -0.979592 -0.023 -0.067 -0.072
C 6.328156 0.751094 3.083348 -0.063 0.009 0.001
H -5.453685 -2.679232 -0.407911 0.000 0.004 0.011
C -5.769976 -0.769524 -1.333679 -0.018 -0.037 -0.008
S -2.301656 0.723624 1.184412 -0.287 -0.325 0.106
H -6.633033 -1.098988 -1.896956 0.002 -0.002 0.002
C 0.432493 4.053254 -1.268375 0.024 0.079 -0.067
H -1.087401 -5.657479 -0.620254 0.000 -0.007 -0.002
C -5.332039 0.540991 -1.443073 0.056 0.047 -0.052
C -0.327258 -0.504454 -2.568110 -0.034 0.086 -0.051
C -3.577014 0.078577 0.134142 0.046 0.032 -0.252
C -4.020424 -1.234486 0.249373 -0.142 0.129 0.116
H 0.566462 2.669171 2.283264 -0.032 -0.020 -0.014
H -0.444516 -3.570410 2.538504 -0.053 0.006 0.012
C 2.777821 0.387475 4.165414 -0.052 -0.067 -0.001
C 0.467253 -4.171812 -0.739337 -0.022 -0.052 0.090
C -0.765715 -4.019170 1.599666 0.047 -0.018 0.008
H 2.184514 0.480779 5.065045 0.023 -0.021 0.014
H 0.723549 6.002689 -0.426937 0.009 -0.001 0.011
S 0.417907 -0.255495 3.016959 -0.069 0.192 0.093
H 0.225014 -3.945321 -1.776812 0.062 0.010 -0.011
C -4.224236 0.964307 -0.723124 0.017 -0.015 -0.024
C 4.289495 0.208586 1.859869 -0.002 -0.092 -0.061
H -0.547677 -1.001086 -4.640134 -0.008 -0.004 0.007
O -1.593856 -2.445271 -0.446010 0.321 -0.109 -0.018
C -0.120525 -5.369720 1.294047 -0.053 -0.025 -0.050
H -0.689627 -6.177610 1.751783 0.017 0.006 0.037
C 0.623272 4.946862 -0.211718 -0.009 0.019 -0.009
H 0.890862 -5.404920 1.702354 0.004 0.004 -0.005
N 0.473087 5.688556 -3.117338 0.007 -0.018 -0.017
S 2.269476 -0.515721 0.234401 0.000 0.024 -0.318
C 0.363835 4.450834 -2.662606 0.009 0.009 0.094
C 4.757201 0.917296 5.490291 0.019 0.002 -0.081
N 5.246144 1.161219 6.499964 -0.034 0.011 0.011
C 4.144493 0.603811 4.227944 0.009 0.017 0.073
Sn -0.066546 0.066033 0.648211 0.484 0.287 -0.065
C -0.081368 -5.499292 -0.227687 0.021 0.018 0.023
H -3.869622 1.983954 -0.804056 -0.034 0.015 0.014
H -3.516241 -1.907255 0.922445 -0.034 -0.033 0.039
C 2.923641 -0.062845 1.803010 0.068 0.032 -0.030
N 0.361698 2.246904 0.280829 0.009 0.089 0.414
H -0.516694 -1.504309 -2.205247 -0.029 -0.012 0.031
C 2.155261 0.030917 2.969710 -0.003 0.042 0.099
H 4.880657 0.160441 0.955345 0.017 -0.006 0.016
H 0.812947 5.123698 1.921321 0.000 -0.001 0.000
H 0.542163 -6.332136 -0.549546 -0.011 -0.002 -0.025
C 0.534020 3.096595 1.287172 0.112 0.049 -0.013